a.
{"formula": "C4H7N2O3", "method": "ωB97M-V/def2-TZVPD", "e_lumo_ev": -4.945, "molar_mass_g_mol": 131.1, "charge": 1, "homo_energy_ha": -0.5404, "orbital_gap_ev": 9.8, "species": ["C", "C", "C", "C", "N", "N", "O", "O", "O", "H", "H", "H", "H", "H", "H", "H"], "positions_angstrom": [[-0.213, 0.906, -0.716], [1.192, 0.323, 1.140], [-1.071, 0.845, 0.584], [-0.103, 0.256, 1.675], [-0.274, -1.446, -0.540], [0.479, -0.301, -0.851], [-0.098, 1.805, -1.487], [2.207, 0.657, 0.815], [1.242, -0.577, -1.879], [-1.499, 1.845, 0.714], [-1.792, 0.023, 0.532], [-0.395, -0.798, 1.756], [-0.032, 0.791, 2.617], [-0.780, -1.812, -1.419], [0.355, -2.284, -0.269], [0.783, -0.234, -2.672]]}

b.
{"formula": "C4H7N2O3", "method": "ωB97M-V/def2-TZVPD", "e_lumo_ev": -5.684, "molar_mass_g_mol": 131.1, "charge": 1, "homo_energy_ha": -0.5623, "orbital_gap_ev": 9.6, "smiles": "C[C@H]1CON[N+](=O)C1=O", "species": ["C", "C", "C", "O", "N", "N", "O", "C", "O", "H", "H", "H", "H", "H", "H", "H"], "positions_angstrom": [[-0.974, -1.764, 0.704], [-0.614, -0.248, 0.446], [0.893, -0.020, 0.827], [1.236, 1.399, 0.686], [0.945, 1.905, -0.526], [0.415, 1.249, -1.486], [0.435, 1.597, -2.608], [-0.726, 0.019, -1.039], [-1.345, -0.316, -1.972], [-0.636, -2.008, 1.774], [-0.457, -2.254, -0.053], [-2.151, -1.846, 0.658], [-1.348, 0.378, 1.121], [1.131, -0.150, 1.852], [1.654, -0.793, 0.379], [1.542, 2.851, -0.764]]}

On energetic grounds, a is preferred over the next structure by 0.0761 hartree.

a.
{"formula": "C3H7O2", "method": "ωB97M-V/def2-TZVPD", "e_lumo_ev": [0.683, -0.994], "molar_mass_g_mol": 75.1, "spin_multiplicity": 2, "charge": 0, "homo_energy_ha": [-0.3579, -0.3760], "orbital_gap_ev": [10.4, 9.2], "species": ["H", "C", "C", "O", "C", "H", "H", "H", "H", "H", "O", "H"], "positions_angstrom": [[1.400, 4.052, -1.671], [2.507, 3.909, -3.349], [3.896, 3.539, -3.182], [4.702, 3.412, -4.140], [4.452, 3.280, -1.788], [1.782, 3.153, -3.656], [2.244, 4.956, -3.505], [3.734, 3.395, -0.968], [4.872, 2.271, -1.724], [5.300, 3.941, -1.585], [0.813, 4.137, -0.879], [1.366, 3.931, -0.116]]}

b.
{"formula": "C3H7O2", "method": "ωB97M-V/def2-TZVPD", "e_lumo_ev": [0.832, -3.194], "molar_mass_g_mol": 75.1, "spin_multiplicity": 2, "charge": 0, "homo_energy_ha": [-0.3968, -0.3896], "orbital_gap_ev": [11.6, 7.4], "species": ["O", "C", "O", "C", "H", "H", "H", "C", "H", "H", "H", "H"], "positions_angstrom": [[0.815, 0.978, 0.080], [0.129, 0.459, -0.870], [-0.693, -0.421, -0.728], [0.532, 0.982, -2.261], [-0.380, 1.317, -2.755], [1.154, 1.872, -2.167], [0.989, 0.162, -2.802], [-0.515, -1.072, 2.287], [-0.041, -1.836, 2.904], [-1.089, -0.452, 2.975], [-1.152, -1.519, 1.532], [0.250, -0.470, 1.804]]}

On energetic grounds, b is preferred over the next structure by 0.0135 hartree.

a.
{"formula": "C2H7NO4", "method": "ωB97M-V/def2-TZVPD", "e_lumo_ev": 0.569, "molar_mass_g_mol": 109.1, "charge": 0, "homo_energy_ha": -0.3833, "orbital_gap_ev": 11.0, "smiles": "O=CNC=O.O.O", "species": ["O", "C", "N", "C", "O", "H", "H", "H", "O", "H", "H", "O", "H", "H"], "positions_angstrom": [[0.110, -1.085, 1.425], [-0.734, -0.850, 0.587], [-0.808, 0.296, -0.158], [-1.792, 0.452, -1.145], [-2.732, -0.278, -1.286], [-1.615, -1.476, 0.428], [-0.045, 0.979, -0.275], [-1.539, 1.262, -1.844], [2.857, -0.498, 0.602], [1.998, -0.944, 0.734], [3.468, -0.960, 1.196], [1.544, 1.784, -0.248], [2.025, 1.515, 0.548], [1.785, 1.058, -0.838]]}

b.
{"formula": "C2H7NO4", "method": "ωB97M-V/def2-TZVPD", "e_lumo_ev": 0.243, "molar_mass_g_mol": 109.1, "charge": 0, "homo_energy_ha": -0.3889, "orbital_gap_ev": 10.8, "smiles": "O=CNC=O.O.O", "species": ["O", "C", "N", "C", "O", "H", "H", "H", "O", "H", "H", "O", "H", "H"], "positions_angstrom": [[-1.985, 2.726, 0.818], [-1.129, 1.940, 1.126], [0.102, 1.881, 0.427], [1.260, 1.377, 0.986], [1.263, 0.569, 1.930], [-1.133, 1.144, 1.866], [0.237, 2.632, -0.244], [2.234, 1.485, 0.335], [0.406, -1.975, -3.023], [0.507, -1.266, -3.693], [-0.524, -2.210, -3.008], [-0.256, -3.123, 0.664], [-0.377, -2.209, 0.270], [-0.605, -2.972, 1.547]]}

On energetic grounds, a is preferred over the next structure by 0.0312 hartree.

a.
{"formula": "C4H10N4O", "method": "ωB97M-V/def2-TZVPD", "e_lumo_ev": 0.347, "molar_mass_g_mol": 130.2, "charge": 0, "homo_energy_ha": -0.3004, "orbital_gap_ev": 8.5, "species": ["C", "C", "C", "C", "H", "H", "H", "H", "H", "H", "H", "H", "H", "H", "N", "N", "N", "N", "O"], "positions_angstrom": [[0.852, -1.172, -0.483], [-0.460, -0.430, -0.298], [-1.832, -1.116, -0.370], [-0.196, 0.863, -0.061], [3.817, -0.032, 0.443], [2.034, 0.300, 1.193], [0.562, -1.729, -1.434], [-1.336, -2.115, -0.854], [-2.655, -0.720, -0.918], [-2.084, -2.075, 1.362], [-2.081, 1.469, 1.079], [-1.321, 2.974, 0.040], [1.582, 0.815, -0.599], [1.080, 2.476, -0.739], [2.771, -0.485, 0.974], [2.131, -1.218, -0.194], [-1.411, 1.626, 0.098], [0.996, 1.604, -0.094], [-2.450, -1.036, 0.855]]}

b.
{"formula": "C4H10N4O", "method": "ωB97M-V/def2-TZVPD", "e_lumo_ev": 0.307, "molar_mass_g_mol": 130.2, "charge": 0, "homo_energy_ha": -0.3315, "orbital_gap_ev": 9.3, "species": ["C", "C", "C", "C", "H", "H", "H", "H", "H", "H", "H", "H", "H", "H", "N", "N", "N", "N", "O"], "positions_angstrom": [[-1.376, -1.831, 2.104], [-0.763, -1.377, 0.868], [0.336, -0.148, -1.365], [1.132, 1.649, -0.006], [-2.041, -0.898, 2.907], [-0.658, -2.585, 2.712], [-2.289, -2.742, 1.852], [-1.003, -0.269, 0.602], [1.944, -2.002, -0.914], [1.667, 1.046, 0.801], [0.955, 2.771, 0.633], [1.930, 2.124, -0.666], [-1.254, 2.311, -1.803], [0.036, 1.735, -2.580], [0.357, -1.776, 0.386], [1.064, -1.122, -0.628], [0.049, 1.077, -0.758], [-0.237, 2.256, -1.531], [0.151, -0.218, -2.614]]}

c.
{"formula": "C4H10N4O", "method": "ωB97M-V/def2-TZVPD", "e_lumo_ev": 0.851, "molar_mass_g_mol": 130.2, "charge": 0, "homo_energy_ha": -0.3336, "orbital_gap_ev": 9.9, "smiles": "CN(C)C(N)=O.N#CN", "species": ["C", "N", "C", "C", "N", "O", "H", "H", "H", "H", "H", "H", "H", "H", "N", "C", "N", "H", "H"], "positions_angstrom": [[0.202, 1.458, 1.181], [0.615, 0.155, 0.718], [1.989, -0.004, 0.304], [-0.332, -0.829, 0.558], [0.150, -2.052, 0.144], [-1.481, -0.708, 0.980], [-0.834, 1.408, 1.507], [0.826, 1.771, 2.020], [0.282, 2.191, 0.373], [2.055, -0.100, -0.784], [2.436, -0.884, 0.770], [2.555, 0.876, 0.603], [-0.575, -2.737, -0.006], [0.889, -2.067, -0.538], [0.024, 0.256, -2.260], [-1.050, 0.243, -1.826], [-2.267, 0.489, -1.404], [-2.424, 0.370, -0.400], [-3.058, 0.164, -1.939]]}

On energetic grounds, c is preferred over the next structure by 0.2928 hartree.

a.
{"formula": "C3H4CeO3", "method": "ωB97M-V/def2-TZVPD", "e_lumo_ev": [-6.037, -5.921], "molar_mass_g_mol": 228.2, "spin_multiplicity": 2, "charge": 1, "homo_energy_ha": [-0.4758, -0.4759], "orbital_gap_ev": [6.9, 7.0], "species": ["O", "C", "O", "C", "C", "O", "Ce", "H", "H", "H", "H"], "positions_angstrom": [[-0.445, -2.042, -2.102], [0.826, -1.858, -1.826], [1.756, -2.458, -2.369], [-0.882, 1.645, 0.996], [0.197, 0.921, 1.425], [1.008, -0.826, -1.005], [-1.218, -0.695, -0.496], [-1.805, 1.656, 1.584], [-0.768, 2.402, 0.214], [1.244, 0.766, 1.154], [0.086, 0.490, 2.424]]}

b.
{"formula": "C3H4CeO3", "method": "ωB97M-V/def2-TZVPD", "e_lumo_ev": [-7.015, -6.937], "molar_mass_g_mol": 228.2, "spin_multiplicity": 2, "charge": 1, "homo_energy_ha": [-0.4675, -0.4676], "orbital_gap_ev": [5.7, 5.8], "species": ["C", "O", "C", "C", "O", "O", "H", "H", "H", "H", "Ce"], "positions_angstrom": [[0.648, -1.360, 0.014], [-1.557, -0.301, -0.221], [-1.864, 1.181, -0.224], [-0.554, -0.834, 0.423], [-0.892, 1.894, -0.009], [-3.065, 1.351, -0.322], [1.242, -1.827, 0.808], [0.562, -1.715, -1.042], [-0.658, -0.700, 1.507], [3.759, 1.842, -0.525], [2.379, 0.469, -0.408]]}

On energetic grounds, a is preferred over the next structure by 0.1908 hartree.

a.
{"formula": "C2H3N5O", "method": "ωB97M-V/def2-TZVPD", "e_lumo_ev": -1.255, "molar_mass_g_mol": 113.1, "charge": 0, "homo_energy_ha": -0.3567, "orbital_gap_ev": 8.5, "smiles": "Nn1ncnnc1=O", "species": ["N", "N", "N", "C", "N", "N", "C", "O", "H", "H", "H"], "positions_angstrom": [[-1.870, -0.651, -0.176], [-0.459, -0.187, -0.256], [0.463, -1.074, -0.111], [1.684, -0.647, 0.025], [2.187, 0.704, -0.144], [1.172, 1.526, -0.040], [-0.214, 1.191, -0.120], [-1.049, 2.020, -0.052], [-2.467, 0.057, 0.363], [-1.884, -1.452, 0.515], [2.436, -1.488, -0.004]]}

b.
{"formula": "C2H3N5O", "method": "ωB97M-V/def2-TZVPD", "e_lumo_ev": -1.108, "molar_mass_g_mol": 113.1, "charge": 0, "homo_energy_ha": -0.3619, "orbital_gap_ev": 8.7, "species": ["C", "C", "H", "H", "H", "N", "N", "N", "N", "N", "O"], "positions_angstrom": [[-0.019, -0.991, -0.540], [-0.080, 1.166, 0.745], [-0.300, -2.526, -1.756], [0.854, 2.698, -0.034], [1.003, 0.629, -1.010], [-0.277, -1.370, -1.767], [-0.082, -1.753, 0.747], [-0.566, -1.099, 1.651], [0.389, 2.322, 0.873], [0.333, 0.328, -0.366], [-1.256, 0.595, 1.457]]}

On energetic grounds, a is preferred over the next structure by 0.0420 hartree.

a.
{"formula": "C4H8", "method": "ωB97M-V/def2-TZVPD", "e_lumo_ev": 1.097, "molar_mass_g_mol": 56.1, "charge": 0, "homo_energy_ha": -0.3418, "orbital_gap_ev": 10.4, "smiles": "C1=CC1.C", "species": ["C", "C", "C", "H", "H", "H", "H", "C", "H", "H", "H", "H"], "positions_angstrom": [[1.144, -0.784, -0.694], [1.343, 0.509, -0.555], [2.517, -0.203, -1.035], [0.595, -1.621, -0.448], [0.876, 1.443, -0.181], [3.471, -0.494, -0.494], [2.817, -0.189, -2.046], [-2.573, 0.228, 1.088], [-1.850, 0.507, 1.834], [-2.306, -0.625, 0.502], [-2.455, 1.119, 0.418], [-3.578, 0.108, 1.613]]}

b.
{"formula": "C4H8", "method": "ωB97M-V/def2-TZVPD", "e_lumo_ev": 1.320, "molar_mass_g_mol": 56.1, "charge": 0, "homo_energy_ha": -0.3561, "orbital_gap_ev": 11.0, "smiles": "C1CCC1", "species": ["C", "C", "C", "C", "H", "H", "H", "H", "H", "H", "H", "H"], "positions_angstrom": [[-0.522, 0.522, 0.733], [-0.541, -0.984, 0.292], [0.529, -0.524, -0.726], [0.530, 0.987, -0.301], [-1.489, 0.975, 0.564], [-0.154, 0.609, 1.747], [-1.496, -1.368, -0.116], [-0.236, -1.719, 1.060], [0.193, -0.627, -1.749], [1.495, -0.969, -0.523], [0.200, 1.715, -1.066], [1.489, 1.382, 0.084]]}

c.
{"formula": "C4H8", "method": "ωB97M-V/def2-TZVPD", "e_lumo_ev": 1.131, "molar_mass_g_mol": 56.1, "charge": 0, "homo_energy_ha": -0.3363, "orbital_gap_ev": 10.3, "smiles": "C=C(C)C", "species": ["C", "C", "C", "C", "H", "H", "H", "H", "H", "H", "H", "H"], "positions_angstrom": [[0.155, -1.443, 0.224], [0.016, -0.132, -0.018], [1.365, 0.672, 0.041], [-1.481, 0.497, -0.260], [-0.725, -2.057, 0.390], [1.078, -2.029, 0.263], [1.303, 1.831, -0.069], [1.680, 0.526, 1.037], [1.986, 0.143, -0.741], [-1.425, 1.248, 0.512], [-1.660, 0.849, -1.376], [-2.291, -0.104, -0.004]]}

On energetic grounds, b is preferred over the next structure by 0.0196 hartree.

a.
{"formula": "C4H8", "method": "ωB97M-V/def2-TZVPD", "e_lumo_ev": 1.239, "molar_mass_g_mol": 56.1, "charge": 0, "homo_energy_ha": -0.3585, "orbital_gap_ev": 11.0, "smiles": "C=C.C=C", "species": ["C", "C", "H", "H", "H", "H", "C", "C", "H", "H", "H", "H"], "positions_angstrom": [[1.499, 0.618, -0.246], [1.792, -0.592, 0.011], [1.716, 1.603, 0.334], [0.856, 0.825, -0.955], [2.552, -0.985, 0.625], [1.335, -1.213, -0.753], [-1.178, 0.023, 0.618], [-2.053, -0.118, -0.336], [-0.491, -0.720, 1.075], [-1.015, 1.017, 1.047], [-2.355, -1.128, -0.689], [-2.658, 0.672, -0.730]]}

b.
{"formula": "C4H8", "method": "ωB97M-V/def2-TZVPD", "e_lumo_ev": 1.357, "molar_mass_g_mol": 56.1, "charge": 0, "homo_energy_ha": -0.3613, "orbital_gap_ev": 11.2, "smiles": "CC1CC1", "species": ["C", "C", "C", "C", "H", "H", "H", "H", "H", "H", "H", "H"], "positions_angstrom": [[1.393, -0.013, -0.111], [0.082, -0.050, 0.584], [-0.976, 0.763, -0.133], [-1.051, -0.731, -0.141], [2.025, 0.792, 0.268], [1.275, 0.130, -1.153], [2.025, -0.909, 0.027], [0.016, -0.004, 1.666], [-1.615, 1.225, 0.607], [-0.773, 1.345, -1.006], [-1.734, -1.304, 0.439], [-0.667, -1.244, -1.046]]}

On energetic grounds, b is preferred over the next structure by 0.0662 hartree.